Record 1
Here is C21H20Cl3F5KNO5P2S as an isolated structure from the OMol25 dataset. Energies are from ωB97M-V/def2-TZVPD.

Summary:
Net charge = -2
Gap between HOMO and LUMO = 6.417 eV
Multiplicity = 1
Energy above the lowest of the compared OMol25 structures with the same formula, charge and spin = 12.5 kcal/mol
Highest occupied orbital energy = -2.286 eV
Lowest unoccupied orbital energy = 4.131 eV

```
59
Properties=species:S:1:pos:R:3:forces:R:3
K -1.543876 1.359777 -1.419670 0.104 0.294 -0.087
C 3.393554 1.285516 -1.422082 -0.067 -0.016 0.050
P 1.877907 1.653232 -0.439208 0.026 -0.036 0.078
C 2.485232 3.188644 0.387704 0.014 -0.075 0.008
C 2.087742 0.493905 0.994498 -0.192 0.108 0.018
C 3.143593 -0.405879 1.101485 0.056 -0.053 0.002
C 3.234783 -1.292914 2.167458 0.019 0.017 -0.046
C 2.267538 -1.286454 3.157732 -0.051 0.029 0.007
C 1.203062 -0.398816 3.059827 0.054 -0.082 0.069
C 1.091151 0.480299 1.991049 0.025 0.058 -0.117
P -0.390154 1.569893 1.795172 -0.074 -0.048 0.001
C -0.324242 2.500007 3.387950 0.040 -0.075 -0.029
C -1.742511 0.373194 2.142924 0.100 -0.057 -0.021
H 4.314962 1.361601 -0.838460 0.027 -0.001 -0.034
H 3.421300 2.019711 -2.228620 0.006 0.004 -0.004
H 3.315926 0.295497 -1.873815 0.003 0.002 -0.008
H 3.450609 3.016748 0.871196 0.006 0.049 0.003
H 1.757896 3.522565 1.126937 -0.017 -0.003 -0.005
H 2.562246 3.971801 -0.365620 0.007 0.006 -0.009
H 3.904107 -0.435514 0.332150 0.007 -0.014 0.011
H 4.059368 -1.994846 2.216619 0.006 0.005 -0.013
H 2.329351 -1.977831 3.990169 -0.009 0.004 0.005
H 0.434674 -0.415068 3.825707 -0.004 0.015 -0.009
H -0.249504 1.835678 4.252572 -0.002 0.026 0.021
H -1.223406 3.110432 3.479104 -0.016 -0.006 -0.017
H 0.539285 3.166491 3.371260 -0.006 0.009 0.033
H -1.686949 -0.075061 3.138424 0.000 0.022 0.008
H -1.658963 -0.409104 1.385799 -0.056 -0.019 0.030
H -2.709838 0.858850 2.008023 0.010 0.042 -0.009
Cl -6.306266 -1.355677 -2.518696 -0.010 0.013 0.005
C -4.811421 -0.625480 -1.900710 0.100 -0.074 -0.151
Cl -3.924699 0.079883 -3.295677 -0.144 -0.109 0.129
Cl -3.801714 -1.917413 -1.190522 0.007 0.034 -0.036
C -5.058270 0.484501 -0.769709 0.088 0.046 0.005
O -6.201316 0.552332 -0.334390 -0.018 0.001 0.014
O -4.008449 1.088071 -0.493374 -0.012 0.023 0.082
F -1.024710 4.794395 -3.124710 0.015 -0.076 -0.026
C -0.494794 4.225233 -1.927621 -0.110 0.139 -0.017
F 0.913649 4.304365 -2.162776 0.043 0.006 0.000
C -0.711083 5.369672 -0.942072 0.035 -0.111 -0.029
F -0.233744 6.593697 -1.312764 0.039 0.085 -0.035
F -2.022955 5.556062 -0.694593 -0.100 0.010 -0.006
F -0.126435 5.112569 0.251836 0.061 -0.057 0.074
O -0.782164 -3.227206 -4.396101 0.023 0.003 -0.020
S 0.258662 -2.967528 -3.431876 0.009 0.028 -0.019
O 1.616652 -3.169275 -3.887770 0.010 0.001 -0.049
N 0.077837 -1.546264 -2.698013 -0.032 -0.095 0.231
C -0.123756 -1.689521 -1.377667 0.104 -0.182 -0.207
O -0.266906 -0.784633 -0.552537 -0.106 0.021 0.062
C -0.168989 -3.136360 -0.934368 -0.026 0.135 0.082
C -0.364814 -3.617513 0.346968 -0.005 -0.038 0.006
C -0.388318 -4.995685 0.528184 0.002 0.038 -0.005
C -0.217693 -5.857550 -0.554044 0.005 -0.008 -0.030
C -0.014387 -5.362994 -1.838394 -0.006 -0.032 0.015
C 0.005266 -3.991636 -1.995359 0.008 -0.017 -0.019
H -0.492831 -2.922285 1.167782 0.000 -0.003 0.001
H -0.544195 -5.406331 1.518582 -0.001 -0.009 -0.003
H -0.245156 -6.929335 -0.395788 -0.002 0.004 0.022
H 0.118181 -6.030438 -2.680130 0.005 0.022 -0.015
```
Forces are in eV/Å.

Mulliken population analysis, charges in e, atoms 1 to 2: atom 1 (K): 1.055, atom 2 (C): -1.588

=====

Record 2
Here is an isolated molecule of C5H8N2 in a non-equilibrium geometry from the OMol25 dataset. Energies are from ωB97M-V/def2-TZVPD.

Summary:
Net charge = 0
Gap between HOMO and LUMO (alpha / beta) = 8.023 / 8.382 eV
Multiplicity = 1
Energy above the lowest of the compared OMol25 structures with the same formula, charge and spin = 88.6 kcal/mol
Highest occupied orbital energy (alpha / beta) = -8.615 / -8.152 eV
Lowest unoccupied orbital energy (alpha / beta) = -0.592 / 0.230 eV

```
15
Properties=species:S:1:pos:R:3:forces:R:3
C 1.789840 -1.097226 -0.595662 0.151 0.445 -0.283
C -0.316549 -0.203570 1.573566 -0.242 0.023 0.066
N -1.825162 1.340401 -1.403347 0.248 0.412 0.168
C 0.439221 -0.484901 -0.862528 -0.529 -0.550 0.716
C -0.370049 0.243419 0.145113 0.872 -0.238 0.248
C -1.217588 1.300815 -0.269638 -0.832 0.689 -0.387
N -0.367668 -0.746583 -1.764865 0.301 -0.626 -0.571
H -2.249259 2.255310 -1.575384 -0.021 -0.102 0.291
H -1.316499 2.105534 0.473744 -0.029 -0.072 -0.040
H 2.478992 -0.304351 -0.296413 0.088 -0.124 0.022
H 1.743089 -1.840344 0.199976 -0.131 0.067 0.037
H 2.162141 -1.582735 -1.496782 -0.030 0.052 0.026
H -0.781629 -1.191373 1.696168 0.096 0.079 -0.082
H 0.705251 -0.272368 1.954025 0.008 -0.044 -0.083
H -0.874131 0.477972 2.222025 0.050 -0.013 -0.128
```
Forces are in eV/Å.

Mulliken population analysis, charges in e, atoms 1 to 2: atom 1 (C): -1.254, atom 2 (C): -1.254

=====

Record 3
Here is C30H18CaF6N6O4S4 as an isolated structure in a non-equilibrium geometry from the OMol25 dataset. Energies are from ωB97M-V/def2-TZVPD.

Summary:
Net charge = -2
Gap between HOMO and LUMO = 5.802 eV
Multiplicity = 1
Highest occupied orbital energy = -1.597 eV
Lowest unoccupied orbital energy = 4.205 eV

```
69
Properties=species:S:1:pos:R:3:forces:R:3
Ca -0.717344 1.552041 -1.229843 -1.635 -1.926 1.689
N 2.224028 1.024481 1.563572 0.401 -0.054 0.098
C 2.985577 -0.082736 1.704477 -0.176 -0.077 -0.059
C 3.940301 -0.241380 2.691842 0.218 -0.135 0.048
C 4.712560 -1.420924 2.776154 -0.087 0.111 0.031
C 4.545646 -2.458391 1.900232 -0.151 0.045 -0.104
C 3.554913 -2.339201 0.883412 0.106 0.003 0.070
C 3.276720 -3.364151 -0.052330 0.066 -0.108 0.053
C 2.288382 -3.198107 -0.971881 0.060 0.058 -0.078
C 1.550133 -1.991223 -0.979735 0.602 0.085 -0.092
N 1.789426 -1.010199 -0.147921 0.375 -0.020 -0.082
C 2.780294 -1.168183 0.775373 -0.210 0.079 -0.025
H 2.160769 1.706436 2.294591 -0.019 0.030 0.037
H 1.507381 1.044160 0.860931 -0.364 0.019 -0.056
H 4.100376 0.565068 3.400500 0.007 -0.065 -0.007
H 5.452050 -1.503283 3.567330 -0.034 0.030 -0.036
H 5.132087 -3.370391 1.978343 -0.068 0.113 -0.030
H 3.851600 -4.284728 -0.008622 -0.010 0.030 -0.007
H 2.045946 -3.974269 -1.686466 -0.011 0.005 0.003
H 0.727901 -1.855152 -1.680429 0.655 -0.012 -0.150
C -1.012717 4.557008 2.144522 0.024 -0.228 -0.024
C -1.639264 3.970753 3.236682 0.044 -0.229 -0.099
C -1.749316 2.583535 3.281628 0.023 0.096 -0.100
C -1.250786 1.787972 2.241072 -0.120 -0.434 0.260
C -0.675628 2.335933 1.089925 0.297 0.790 0.004
C -0.561821 3.739149 1.108416 0.102 0.165 0.109
C -1.304051 0.282856 2.323684 -0.001 0.306 0.182
C -1.549111 -0.403772 3.558750 0.041 0.173 -0.144
C -1.538177 -1.758377 3.604978 -0.004 -0.205 -0.034
C -1.293586 -2.497412 2.420844 0.001 -0.047 0.135
C -1.262960 -3.915234 2.371554 -0.011 0.095 0.040
C -1.021810 -4.560057 1.190284 0.012 0.131 -0.162
C -0.813191 -3.807542 0.005792 -0.183 -0.128 0.239
C -0.836303 -2.442751 0.030996 -0.438 -0.175 0.693
C -1.065681 -1.749713 1.248628 -0.040 0.002 -0.133
N -1.058444 -0.381059 1.223868 -0.036 -0.429 -0.172
H -0.893458 5.634779 2.094365 -0.004 0.020 -0.016
H -2.043895 4.577622 4.038406 -0.012 -0.006 0.031
H -2.272323 2.149153 4.121292 -0.019 -0.151 0.155
H -0.086102 4.238290 0.262918 -0.080 0.010 0.037
H -1.712118 0.151410 4.467112 -0.037 0.175 0.078
H -1.708143 -2.285707 4.541401 0.017 0.035 -0.070
H -1.444997 -4.475064 3.285648 0.028 0.039 -0.051
H -1.004926 -5.644160 1.152371 -0.001 0.035 0.005
H -0.647979 -4.320593 -0.937126 -0.023 0.011 0.044
H -0.721442 -1.849573 -0.874329 -0.487 -0.346 0.697
F 2.000824 0.272716 -3.831725 0.258 -0.163 -0.071
C 2.614552 1.422603 -3.602501 -0.696 0.117 0.162
F 3.665412 1.239300 -2.822180 0.534 -0.268 -0.058
F 2.986049 1.978026 -4.747819 0.296 -0.196 -0.358
S 1.520475 2.585814 -2.731461 0.205 0.658 -0.003
O 1.438589 2.056763 -1.370846 0.762 0.399 -0.976
O 2.116576 3.879390 -2.890820 0.037 -0.147 0.121
N 0.172342 2.358724 -3.562817 0.008 0.537 0.451
S -0.893859 3.552964 -3.393682 0.325 0.673 0.141
O -1.195890 3.711558 -1.966216 -0.095 0.134 -1.169
O -0.635905 4.736427 -4.154298 0.121 0.072 0.170
C -2.395230 2.862412 -4.240542 0.827 0.326 0.084
F -2.509581 1.573020 -4.113895 -0.296 -0.384 -0.031
F -2.278483 3.178351 -5.536122 -0.288 -0.147 -0.087
F -3.418453 3.508712 -3.716773 -0.472 0.001 -0.111
S -1.150781 -0.867788 -2.604880 -0.491 0.577 -1.164
C -2.883579 -1.110226 -2.444122 0.070 -0.877 -0.514
C -3.390804 -2.297732 -3.132828 0.277 0.778 0.445
N -3.776797 -3.228700 -3.691996 0.031 -0.124 -0.055
C -3.775641 -0.323026 -1.786763 -0.807 0.215 0.307
S -3.474173 1.159020 -0.912607 -0.160 -0.339 -0.313
C -5.182716 -0.745104 -1.807742 0.791 0.232 0.008
N -6.293452 -1.050526 -1.810565 -0.053 0.011 0.010
```
Forces are in eV/Å.

Mulliken population analysis, charges in e, atoms 1 to 2: atom 1 (Ca): 0.579, atom 2 (N): 0.119

=====

Calculated total energy, record by record: -4804.09224 -304.69425 -4653.24080 Ha